C3H11NO2 | ωB97M-V/def2-TZVPD

The geometry in XYZ format:
```
17
Properties=species:S:1:pos:R:3
C -0.152 -1.688 0.572
C -0.252 -0.756 -0.379
C -1.273 -0.331 -1.373
N 0.973 -0.025 -0.600
H 0.805 -1.895 1.025
H -1.044 -2.050 1.067
H -2.227 -0.028 -0.923
H -1.507 -1.163 -2.033
H -0.969 0.591 -1.838
H 1.137 0.308 -1.548
H 1.824 -0.525 -0.392
O 2.070 0.082 2.394
H 1.890 0.739 1.731
H 1.492 -0.632 2.126
O -1.085 2.690 -0.207
H -0.378 2.032 -0.341
H -1.304 2.651 0.718
```

Results
Gap between HOMO and LUMO ... 9.7 eV
Relative energy (zero: lowest compared OMol25 entry of this formula, charge and spin) ... 84.0 kJ/mol
Structure (SMILES) ... C=C(C)N.O.O
LUMO level ... 0.672 eV
DFT total energy ... -326.0995 Ha
HOMO energy ... -8.9997 eV

Population analysis type Löwdin, resulting atomic charges in e:
1. C 0.02
2. C -0.43
3. C -0.05
4. N 0.04
5. H 0.04
6. H 0.06
7. H 0.09
8. H 0.09
9. H 0.06
10. H 0.09
11. H 0.08
12. O -0.05
13. H 0.01
14. H -0.02
15. O -0.06
16. H 0.01
17. H 0.03


C3H11NO2 | ωB97M-V/def2-TZVPD

The geometry in XYZ format:
```
17
Properties=species:S:1:pos:R:3
C 0.943 -0.817 1.471
N 1.478 -0.135 0.262
C 0.431 0.469 -0.559
C -0.151 -0.481 -1.624
O 0.013 -1.845 -1.242
H 0.627 -1.821 1.186
H 0.021 -0.313 1.767
H 1.759 -0.952 2.176
H 2.040 0.625 0.604
H -0.410 0.793 0.070
H 0.794 1.401 -0.990
H -1.234 -0.424 -1.604
H 0.276 -0.268 -2.606
H 0.942 -2.026 -1.073
O -2.470 2.305 0.626
H -1.820 1.605 0.515
H -3.240 1.883 1.020
```

Results
Gap between HOMO and LUMO ... 10.2 eV
Relative energy (zero: lowest compared OMol25 entry of this formula, charge and spin) ... 98.2 kJ/mol
Structure (SMILES) ... CNCCO.O
LUMO level ... 0.809 eV
DFT total energy ... -326.0941 Ha
HOMO energy ... -9.4058 eV

Population analysis type Löwdin, resulting atomic charges in e:
1. C -0.10
2. N -0.12
3. C -0.22
4. C -0.22
5. O -0.09
6. H 0.06
7. H 0.07
8. H 0.08
9. H 0.09
10. H 0.06
11. H 0.12
12. H 0.11
13. H 0.11
14. H 0.07
15. O -0.05
16. H -0.02
17. H 0.04


C3H11NO2 | ωB97M-V/def2-TZVPD

The geometry in XYZ format:
```
17
Properties=species:S:1:pos:R:3
C 0.012 0.423 -1.672
N 0.916 -0.618 -1.273
C 0.538 -1.970 -0.944
O 0.772 -2.267 0.414
C -0.761 1.123 -0.552
H -0.748 -0.024 -2.324
H 0.484 1.107 -2.397
H 1.469 -0.234 -0.491
H 1.183 -2.677 -1.482
H -0.514 -2.190 -1.121
H 1.630 -2.717 0.492
H -0.583 2.191 -0.396
H -0.303 0.808 0.399
H -1.823 0.925 -0.614
H -1.086 1.947 3.287
H -0.776 1.939 4.761
O -0.410 2.233 3.912
```

Results
Gap between HOMO and LUMO (spin up / spin down) ... 10.9 / 5.5 eV
Relative energy (zero: lowest compared OMol25 entry of this formula, charge and spin) ... 129.4 kJ/mol
Total charge ... +1
LUMO level (spin up / spin down) ... -3.118 / -8.477 eV
DFT total energy ... -325.7743 Ha
Spin multiplicity ... 2
HOMO energy (spin up / spin down) ... -14.0158 / -14.0158 eV

Population analysis type Löwdin, resulting atomic charges in e:
1. C -0.20
2. N 0.19
3. C -0.19
4. O 0.02
5. C -0.03
6. H 0.13
7. H 0.16
8. H 0.18
9. H 0.17
10. H 0.17
11. H 0.13
12. H 0.10
13. H 0.09
14. H 0.09
15. H 0.02
16. H 0.05
17. O -0.07


C3H11NO2 | ωB97M-V/def2-TZVPD

The geometry in XYZ format:
```
17
Properties=species:S:1:pos:R:3
C -0.660 0.954 0.005
O -0.957 0.457 -1.317
C 0.588 0.271 0.537
C 0.470 0.335 2.091
N 1.760 0.882 -0.005
H -1.477 0.527 0.600
H -0.719 2.050 0.069
H -0.391 1.030 -1.854
H 0.559 -0.771 0.165
H 1.335 -0.209 2.494
H 0.510 1.324 2.544
H -0.444 -0.114 2.490
H 2.540 0.262 0.262
H 1.915 1.833 0.348
H -1.657 -2.928 -1.734
H -1.022 -1.602 -1.370
O -1.027 -2.532 -1.124
```

Results
Gap between HOMO and LUMO (spin up / spin down) ... 10.9 / 5.0 eV
Relative energy (zero: lowest compared OMol25 entry of this formula, charge and spin) ... 134.5 kJ/mol
Total charge ... +1
LUMO level (spin up / spin down) ... -3.504 / -9.423 eV
DFT total energy ... -325.7724 Ha
Spin multiplicity ... 2
HOMO energy (spin up / spin down) ... -14.4018 / -14.4012 eV

Population analysis type Löwdin, resulting atomic charges in e:
1. C -0.17
2. O -0.01
3. C -0.35
4. C 0.02
5. N 0.30
6. H 0.14
7. H 0.15
8. H 0.12
9. H 0.16
10. H 0.10
11. H 0.10
12. H 0.12
13. H 0.17
14. H 0.16
15. H 0.05
16. H -0.01
17. O -0.06


C3H11NO2S | ωB97M-V/def2-TZVPD

The geometry in XYZ format:
```
18
Properties=species:S:1:pos:R:3
O -1.958 0.007 0.562
C -0.882 -0.560 -0.153
N 0.257 0.345 -0.244
C 0.715 0.835 1.066
C 0.835 2.356 1.114
S 2.206 3.015 0.156
H -1.780 0.941 0.711
H -0.590 -1.489 0.347
H -1.233 -0.738 -1.166
H 1.007 -0.242 -0.598
H 0.097 0.543 1.907
H 1.710 0.442 1.276
H -0.092 2.854 0.800
H 0.983 2.669 2.148
H 2.113 2.124 -0.802
O -2.912 -7.223 -1.906
H -3.715 -7.039 -1.401
H -3.107 -6.748 -2.733
```

Results
Gap between HOMO and LUMO ... 9.8 eV
Relative energy (zero: lowest compared OMol25 entry of this formula, charge and spin) ... 64.1 kJ/mol
Structure (SMILES) ... OCNCCS.O
LUMO level ... 0.774 eV
DFT total energy ... -724.2873 Ha
HOMO energy ... -9.0451 eV

Population analysis type Löwdin, resulting atomic charges in e:
1. O -0.05
2. C -0.30
3. N -0.06
4. C -0.31
5. C -0.58
6. S 0.71
7. H 0.08
8. H 0.12
9. H 0.12
10. H 0.11
11. H 0.11
12. H 0.11
13. H 0.07
14. H 0.07
15. H -0.18
16. O -0.07
17. H 0.03
18. H 0.04


C3H11NO2S | ωB97M-V/def2-TZVPD

The geometry in XYZ format:
```
18
Properties=species:S:1:pos:R:3
N 0.207 1.334 0.053
C 0.251 0.190 -0.868
C 1.440 -0.718 -0.489
O 2.706 -0.133 -0.625
C -1.031 -0.645 -0.963
S -2.524 0.293 -1.414
H -0.735 1.458 0.404
H 0.840 1.307 0.833
H 0.497 0.598 -1.853
H 1.219 -1.013 0.550
H 1.283 -1.693 -0.967
H 2.551 0.808 -0.530
H -0.848 -1.385 -1.740
H -1.132 -1.149 -0.001
H -2.325 1.340 -0.591
O -0.409 -0.111 2.725
H -1.164 0.496 2.702
H -0.827 -0.975 2.774
```

Results
Gap between HOMO and LUMO ... 9.6 eV
Relative energy (zero: lowest compared OMol25 entry of this formula, charge and spin) ... 54.6 kJ/mol
Structure (SMILES) ... N[C@@H](CO)CS.O
LUMO level ... 0.405 eV
DFT total energy ... -724.2909 Ha
HOMO energy ... -9.2010 eV

Population analysis type Löwdin, resulting atomic charges in e:
1. N 0.03
2. C -0.46
3. C -0.26
4. O -0.03
5. C -0.53
6. S 0.72
7. H 0.02
8. H 0.06
9. H 0.13
10. H 0.11
11. H 0.12
12. H 0.08
13. H 0.08
14. H 0.07
15. H -0.16
16. O -0.06
17. H 0.04
18. H 0.04


C3H11NO2S2 | ωB97M-V/def2-TZVPD

The geometry in XYZ format:
```
19
Properties=species:S:1:pos:R:3
N -0.086 -0.255 1.839
C 0.818 0.000 0.692
C 2.252 0.420 1.115
O 2.103 1.470 2.139
C 0.768 -1.194 -0.198
S -0.696 -1.070 -1.251
S -2.553 -0.665 -0.395
H -0.446 0.629 2.286
H 0.225 -0.982 2.555
H 0.325 0.871 0.160
H 2.724 -0.427 1.635
H 2.890 0.855 0.266
H 1.846 2.349 1.722
H 0.652 -2.066 0.526
H 1.704 -1.354 -0.805
H -2.151 -0.028 0.664
O 0.518 2.278 -2.339
H -0.194 1.735 -2.058
H 1.030 2.618 -1.537
```

Results
Gap between HOMO and LUMO ... 8.6 eV
Relative energy (zero: lowest compared OMol25 entry of this formula, charge and spin) ... 140.5 kJ/mol
Structure (SMILES) ... N[C@@H](CO)CSS.O
LUMO level ... 0.296 eV
DFT total energy ... -1122.4543 Ha
HOMO energy ... -8.2835 eV

Population analysis type Löwdin, resulting atomic charges in e:
1. N -0.01
2. C -0.53
3. C -0.19
4. O -0.13
5. C -0.52
6. S 0.43
7. S 0.34
8. H 0.10
9. H 0.12
10. H 0.11
11. H 0.12
12. H 0.14
13. H 0.11
14. H 0.10
15. H 0.11
16. H -0.26
17. O -0.08
18. H -0.03
19. H 0.07


C3H11NO3 | ωB97M-V/def2-TZVPD

The geometry in XYZ format:
```
18
Properties=species:S:1:pos:R:3
C 1.526 -1.975 -0.925
C 0.855 -0.841 -1.160
N 0.824 0.347 -0.385
C 1.080 0.225 0.847
H 1.901 -2.258 0.047
H 1.658 -2.673 -1.734
H 0.077 -0.964 -1.907
H 1.438 1.102 1.379
H 0.878 -0.690 1.400
O 0.756 3.230 -0.535
H 0.248 2.422 -0.724
H 0.485 3.804 -1.262
O -2.259 -1.097 -0.772
H -1.393 -0.774 -0.495
H -2.685 -0.365 -1.223
O -1.424 0.295 2.561
H -2.251 0.581 2.969
H -1.714 -0.369 1.918
```

Results
Gap between HOMO and LUMO ... 9.4 eV
Relative energy (zero: lowest compared OMol25 entry of this formula, charge and spin) ... 317.8 kJ/mol
Structure (SMILES) ... C=CN=C.O.O.O
LUMO level ... 0.251 eV
DFT total energy ... -401.2920 Ha
HOMO energy ... -9.1651 eV

Population analysis type Löwdin, resulting atomic charges in e:
1. C 0.02
2. C -0.26
3. N -0.02
4. C -0.03
5. H 0.05
6. H 0.05
7. H 0.09
8. H 0.09
9. H 0.08
10. O -0.09
11. H 0.00
12. H 0.03
13. O -0.05
14. H -0.01
15. H 0.04
16. O -0.06
17. H 0.04
18. H 0.02


C3H11NO3 | ωB97M-V/def2-TZVPD

The geometry in XYZ format:
```
18
Properties=species:S:1:pos:R:3
N -0.531 0.022 1.490
C -0.371 -0.266 0.045
C 0.851 -1.229 -0.029
O 1.930 -0.950 0.824
C -1.746 -0.802 -0.496
O -2.564 0.368 -0.580
H 0.272 0.431 1.972
H -1.214 0.799 1.387
H -0.155 0.675 -0.488
H 1.177 -1.282 -1.111
H 0.634 -2.334 0.204
H 2.530 -0.339 0.378
H -2.119 -1.520 0.225
H -1.540 -1.186 -1.471
H -2.290 0.750 -1.419
O 2.083 2.209 -0.419
H 1.753 2.386 0.468
H 1.302 2.268 -0.979
```

Results
Gap between HOMO and LUMO ... 9.8 eV
Relative energy (zero: lowest compared OMol25 entry of this formula, charge and spin) ... 208.6 kJ/mol
Structure (SMILES) ... NC(CO)CO.O
LUMO level ... 0.357 eV
DFT total energy ... -401.3336 Ha
HOMO energy ... -9.4564 eV

Population analysis type Löwdin, resulting atomic charges in e:
1. N 0.03
2. C -0.37
3. C -0.25
4. O -0.07
5. C -0.19
6. O -0.07
7. H 0.07
8. H 0.08
9. H 0.11
10. H 0.13
11. H 0.14
12. H 0.08
13. H 0.12
14. H 0.11
15. H 0.08
16. O -0.05
17. H 0.04
18. H 0.03


C3H11NO3 | ωB97M-V/def2-TZVPD

The geometry in XYZ format:
```
18
Properties=species:S:1:pos:R:3
C 1.013 -1.453 -0.610
N 1.181 -0.504 -1.729
C 0.530 0.751 -1.637
C 1.355 1.829 -0.946
O 1.037 2.976 -0.854
H 0.412 -2.345 -0.719
H 2.035 -1.863 -0.492
H 0.780 -0.874 0.277
H 1.455 -0.943 -2.589
H -0.389 0.671 -1.003
H -0.058 0.993 -2.539
H 2.339 1.409 -0.606
O -0.792 2.414 3.996
H -0.798 1.807 4.747
H -0.405 2.105 3.152
O -3.459 -2.570 0.675
H -3.397 -1.647 0.936
H -2.840 -2.755 -0.062
```

Results
Gap between HOMO and LUMO ... 9.2 eV
Relative energy (zero: lowest compared OMol25 entry of this formula, charge and spin) ... 267.1 kJ/mol
Structure (SMILES) ... CNCC=O.O.O
LUMO level ... 0.248 eV
DFT total energy ... -401.3113 Ha
HOMO energy ... -8.9915 eV

Population analysis type Löwdin, resulting atomic charges in e:
1. C -0.11
2. N -0.15
3. C -0.24
4. C -0.26
5. O 0.05
6. H 0.06
7. H 0.08
8. H 0.07
9. H 0.11
10. H 0.13
11. H 0.13
12. H 0.13
13. O -0.08
14. H 0.04
15. H 0.04
16. O -0.07
17. H 0.03
18. H 0.04


C3H11NO3 | ωB97M-V/def2-TZVPD

The geometry in XYZ format:
```
18
Properties=species:S:1:pos:R:3
C 2.321 -0.513 -1.030
N 1.824 0.222 -2.134
C 0.548 0.304 -2.559
C -0.567 -0.638 -1.761
O 0.253 0.474 -3.759
H 2.823 0.194 -0.423
H 2.978 -1.371 -1.342
H 1.577 -0.976 -0.374
H 2.637 0.277 -2.712
H -1.462 -0.534 -2.328
H -0.168 -1.686 -1.777
H -0.698 -0.315 -0.717
O -3.722 4.048 2.536
H -4.521 3.789 2.920
H -3.897 4.260 1.629
O -0.358 -2.556 4.818
H 0.124 -1.734 4.314
H 0.308 -3.244 4.700
```

Results
Gap between HOMO and LUMO ... 9.8 eV
Relative energy (zero: lowest compared OMol25 entry of this formula, charge and spin) ... 229.8 kJ/mol
Structure (SMILES) ... CNC(C)=O.O.O
LUMO level ... 0.357 eV
DFT total energy ... -401.3255 Ha
HOMO energy ... -9.4034 eV

Population analysis type Löwdin, resulting atomic charges in e:
1. C -0.12
2. N -0.02
3. C -0.44
4. C 0.00
5. O -0.01
6. H 0.07
7. H 0.11
8. H 0.08
9. H 0.14
10. H 0.05
11. H 0.08
12. H 0.06
13. O -0.02
14. H 0.00
15. H 0.03
16. O -0.13
17. H 0.12
18. H 0.01


C3H11NO3 | ωB97M-V/def2-TZVPD

The geometry in XYZ format:
```
18
Properties=species:S:1:pos:R:3
C 0.425 0.128 1.921
N 1.417 -0.212 0.954
C 1.471 0.151 -0.368
C 0.586 1.293 -0.735
O 2.207 -0.409 -1.135
H 0.580 -0.417 2.851
H -0.593 -0.009 1.560
H 0.402 1.159 2.331
H 2.231 -0.690 1.303
H 0.914 1.680 -1.699
H -0.445 0.954 -0.838
H 0.669 2.114 -0.025
O -2.910 0.853 -0.637
H -3.001 1.408 -1.442
H -3.087 1.489 0.059
O -1.624 -1.858 0.035
H -1.827 -1.055 -0.424
H -2.138 -2.521 -0.402
```

Results
Gap between HOMO and LUMO ... 9.5 eV
Relative energy (zero: lowest compared OMol25 entry of this formula, charge and spin) ... 85.1 kJ/mol
Structure (SMILES) ... CNC(C)=O.O.O
LUMO level ... 0.340 eV
DFT total energy ... -401.3806 Ha
HOMO energy ... -9.1700 eV

Population analysis type Löwdin, resulting atomic charges in e:
1. C -0.12
2. N 0.01
3. C -0.57
4. C -0.01
5. O 0.06
6. H 0.09
7. H 0.07
8. H 0.08
9. H 0.14
10. H 0.09
11. H 0.06
12. H 0.08
13. O -0.06
14. H 0.07
15. H 0.05
16. O -0.04
17. H -0.02
18. H 0.03